Density functional theory data (the ωB97M-V functional and the def2-TZVPD basis) for C7H11NOS in the gas phase at a distorted geometry.

Cartesian coordinates (Å):
C (-0.718873, -0.999588, 1.179701)
C (-0.416278, 1.886898, 0.730661)
C (1.086062, 1.974675, 0.695906)
C (0.305323, 0.919173, -0.170752)
C (1.666749, -1.084241, 0.593213)
C (-1.955744, -1.246392, -1.376879)
C (0.297745, -0.577423, 0.226814)
N (-1.496363, -1.424960, 1.896244)
O (0.327891, -0.689699, -2.435388)
S (-0.133812, -1.573291, -1.413340)
H (-1.109784, 1.514604, 1.499960)
H (-0.737962, 2.763529, 0.253438)
H (1.720111, 2.704376, 0.162926)
H (1.566655, 1.691319, 1.676984)
H (0.545912, 0.942859, -1.240510)
H (2.382575, -0.677060, -0.077318)
H (1.642106, -2.079118, 0.536710)
H (2.036668, -0.760589, 1.456370)
H (-2.292211, -1.342103, -2.305642)
H (-2.258853, -0.194161, -1.276314)
H (-2.457919, -1.748808, -0.612785)

Cartesian forces (eV/Å) of the 6 atoms listed first:
C 1.14 0.52 -0.67
C 0.12 0.72 -1.65
C 0.78 -2.30 2.00
C 1.05 -0.55 1.50
C -1.21 2.01 -2.82
C 1.93 2.06 2.57

E_tot (Ha): -801.3735
2S+1: 1
Energy above the lowest of the compared OMol25 structures with the same formula, charge and spin (kJ/mol): 303.54
Highest occupied orbital energy (eV): -9.59
Kohn-Sham gap (Eh): 0.3819